(1)
A single C13H15N3O2S molecule. Source: OMol25; level of theory: wB97M-V/def2-TZVPD.

Element x y z (Å)
1 C -0.334 -2.209 0.032
2 H 6.035 1.666 1.079
3 H -4.025 3.257 0.037
4 H 2.077 2.153 -0.469
5 H -1.051 0.066 -0.876
6 C -4.273 2.283 -0.395
7 N -1.802 -0.290 -0.268
8 C -5.148 1.452 0.572
9 C -0.374 -2.676 -1.425
10 O -2.446 -1.934 1.149
11 H 0.490 -3.302 -1.636
12 H 5.651 -0.760 1.267
13 C 2.633 0.164 0.056
14 O 0.669 0.177 -1.270
15 C -2.911 0.496 -0.102
16 H -1.278 -3.254 -1.596
17 N -3.048 1.604 -0.688
18 C 5.082 1.247 0.790
19 H 4.252 3.132 0.203
20 C 3.646 -0.660 0.538
21 H -4.794 2.462 -1.340
22 S -4.201 -0.064 0.972
23 H -0.362 -1.826 -2.102
24 H -0.307 -3.085 0.689
25 N 0.864 -1.431 0.319
26 H -6.091 1.151 0.120
27 H -5.351 1.979 1.502
28 C 4.082 2.070 0.299
29 H 3.503 -1.730 0.601
30 C 1.306 -0.356 -0.371
31 C 2.865 1.531 -0.074
32 C 4.865 -0.117 0.900
33 C -1.635 -1.467 0.379
34 H 1.411 -1.730 1.109

Cartesian forces (eV/Å) of the 3 atoms listed first:
C -0.2 -0.1 -0.3
H 0.1 0.0 0.0
H -0.1 0.0 -0.1

Its HOMO energy is -0.2997 Eh. Its charge is 0. The calculation puts the LUMO energy at 0.4 eV. The energy relative to the best compared isomer or geometry (same formula, charge and spin) comes out at 0.0 kcal per mole. Its frontier orbital gap is 8.59 eV.

(2)
A single C13H15N3S molecule. Source: OMol25; level of theory: wB97M-V/def2-TZVPD.

Element x y z (Å)
1 N -1.180 0.180 2.161
2 H -1.057 5.986 1.858
3 H 0.548 -4.718 -0.473
4 S -0.055 -2.258 1.525
5 C 1.304 -3.917 -0.481
6 C 1.883 -3.537 -1.865
7 H 1.540 -0.598 -2.389
8 C -1.284 5.164 2.587
9 C -0.357 -0.347 -0.039
10 C 0.968 -2.803 -2.775
11 H 1.369 -2.833 -3.714
12 H -0.730 4.052 -0.115
13 C 0.352 -1.337 -0.823
14 C -0.586 1.056 -0.483
15 H 0.450 1.315 -0.745
16 H -0.531 5.340 3.431
17 C 0.727 -1.292 -2.299
18 C -1.174 3.689 1.996
19 H -1.195 -0.052 3.115
20 C -0.579 -0.666 1.274
21 H 2.274 -4.460 -2.321
22 C -0.925 3.358 0.710
23 H -1.272 1.027 -1.342
24 H 2.108 -4.205 0.190
25 N -1.046 1.913 0.660
26 H -2.322 5.443 3.049
27 H 2.769 -2.916 -1.721
28 C 0.631 -2.546 -0.091
29 H 0.011 -3.294 -2.687
30 H -0.108 -0.744 -2.846
31 N -1.321 2.474 2.731
32 C -1.211 1.528 1.925

Cartesian forces (eV/Å) of the 3 atoms listed first:
N -0.5 -0.3 0.9
H -0.2 -1.1 0.2
H 0.2 0.3 -0.3

Its HOMO energy is -0.2726 Eh. Its charge is 0. The calculation puts the LUMO energy at 0.8 eV. The energy relative to the best compared isomer or geometry (same formula, charge and spin) comes out at 31.4 kcal per mole. Its frontier orbital gap is 8.21 eV.

(3)
A molecular structure, C13H15NO2S2. Source: OMol25; level of theory: wB97M-V/def2-TZVPD.

Element x y z (Å)
1 H 1.934 -3.752 -0.547
2 C 0.836 0.693 -1.323
3 S -0.050 0.349 -2.751
4 H -1.150 2.349 -0.121
5 C 2.083 -2.701 -0.284
6 H -2.262 0.958 -3.200
7 O -2.631 0.498 -0.257
8 C -1.979 -1.313 2.589
9 H -0.561 3.975 -0.616
10 H 3.800 -0.737 1.920
11 H -2.102 -2.395 2.561
12 C 1.358 -1.717 -0.946
13 H 0.631 -1.984 -1.715
14 O -2.834 -0.736 1.579
15 H -0.105 -0.342 3.054
16 C -0.649 2.921 -0.913
17 H 0.055 -1.750 2.001
18 C -1.358 2.724 -2.248
19 H -0.804 3.171 -3.076
20 H 2.468 1.012 0.779
21 C 3.129 -1.015 1.105
22 C -2.040 -0.049 0.728
23 C -0.583 -0.877 2.222
24 C 3.012 -2.353 0.703
25 S 1.082 2.336 -0.948
26 C 1.544 -0.353 -0.621
27 H -1.952 0.764 -1.342
28 H -2.349 3.182 -2.182
29 C -1.543 1.235 -2.420
30 H -2.253 -0.925 3.575
31 H 3.636 -3.117 1.166
32 N -0.759 -0.022 1.075
33 C 2.399 -0.028 0.456

Cartesian forces (eV/Å) of the 3 atoms listed first:
H 0.1 0.4 0.1
C 0.0 -0.5 -0.8
S 0.2 -1.3 0.7

Its HOMO energy is -0.2805 Eh. Its charge is 0. The calculation puts the LUMO energy at -2.1 eV. The energy relative to the best compared isomer or geometry (same formula, charge and spin) comes out at 64.2 kcal per mole. Its frontier orbital gap is 5.51 eV.

(4)
A molecular structure, C13H15NSeV. Source: OMol25; level of theory: wB97M-V/def2-TZVPD.

Element x y z (Å)
1 V -0.507 -0.168 -1.482
2 H 2.516 -1.198 3.364
3 Se -1.404 0.526 0.555
4 C -1.058 0.327 3.423
5 H -0.995 -0.008 5.560
6 H -0.449 3.248 -0.897
7 C 0.995 1.806 -1.850
8 H -0.673 -2.767 -1.173
9 C 0.865 0.921 -2.940
10 N -2.001 -0.782 -2.176
11 H 1.477 -0.355 1.255
12 H -2.219 2.259 -2.693
13 C 1.521 -0.774 3.377
14 H -0.880 0.523 -4.299
15 C -0.490 1.008 -3.378
16 H 1.280 -1.042 5.522
17 H 1.159 -1.639 -0.171
18 C -0.390 0.164 2.198
19 H -0.081 -2.388 -2.802
20 C 1.002 -1.305 -1.189
21 H -2.042 0.764 3.453
22 H 1.933 2.040 -1.293
23 C -0.465 -0.109 4.629
24 C 0.829 -0.681 4.596
25 H 1.794 -1.239 -1.922
26 C -1.161 1.923 -2.590
27 C -0.263 2.435 -1.602
28 H 1.668 0.365 -3.414
29 H -2.687 -1.570 -2.456
30 C -0.204 -1.963 -1.783
31 C 0.927 -0.319 2.180

Cartesian forces (eV/Å) of the 3 atoms listed first:
V -2.2 6.8 -1.6
H 0.1 0.0 -0.1
Se -0.3 0.0 3.3

Its HOMO energy (alpha / beta) is -0.1146 / -0.1170 Eh. Its spin multiplicity is 3. Its charge is -1. The calculation puts the LUMO energy (alpha / beta) at 3.2 / 3.2 eV. Its frontier orbital gap (alpha / beta) is 6.35 / 6.41 eV.

(5)
A molecular structure, C13H16Br2GaN3O. Source: OMol25; level of theory: wB97M-V/def2-TZVPD.

Element x y z (Å)
1 Br 1.865 5.464 -1.894
2 H -0.879 -4.453 0.626
3 C -0.711 1.540 -1.786
4 C -0.778 -3.382 0.795
5 H -2.359 -1.308 3.113
6 H -0.609 4.610 -3.205
7 C -1.074 2.613 -2.570
8 C 0.874 3.867 -1.873
9 H -0.661 -1.308 2.646
10 O -1.457 0.405 -1.691
11 C 2.402 -0.860 0.947
12 C 1.324 2.762 -1.103
13 H 0.227 -3.192 1.173
14 C -0.284 3.777 -2.597
15 H -1.736 -3.591 2.669
16 C 2.903 1.528 0.249
17 N -1.955 -0.533 1.174
18 H -1.996 0.417 1.542
19 H -2.830 -3.081 1.399
20 C -1.824 -2.931 1.806
21 H 1.820 -0.992 1.864
22 N -0.911 -2.680 -0.530
23 H -1.842 -2.855 -0.911
24 H 3.195 3.549 -0.389
25 Ga -0.701 -0.660 -0.459
26 C -1.674 -1.495 2.288
27 H 3.859 1.463 0.749
28 H 2.206 -1.696 0.272
29 N 0.866 0.502 -0.345
30 H -0.273 -3.118 -1.195
31 C 0.498 1.615 -1.071
32 C 2.538 2.688 -0.403
33 Br -2.630 2.507 -3.605
34 H -2.897 -0.708 0.821
35 C 2.053 0.425 0.269
36 H 3.452 -0.889 1.227

Cartesian forces (eV/Å) of the 3 atoms listed first:
Br 0.0 -0.1 0.0
H 0.0 0.0 -0.1
C -0.2 0.2 -0.2

Its HOMO energy is -0.5232 Eh. Its charge is +2. The calculation puts the LUMO energy at -7.1 eV. The energy relative to the best compared isomer or geometry (same formula, charge and spin) comes out at 1.4 kcal per mole. Its frontier orbital gap is 7.16 eV.

(6)
A single C13H16BrNO3 molecule. Source: OMol25; level of theory: wB97M-V/def2-TZVPD.

Element x y z (Å)
1 H -5.846 -1.758 1.564
2 H -3.392 -0.863 -1.867
3 C -3.758 0.063 -1.409
4 H 0.755 -1.464 -0.756
5 Br 5.527 -0.437 0.203
6 H -7.013 0.388 0.832
7 C -5.909 -2.121 0.542
8 H -1.114 -0.328 -1.747
9 H -2.464 1.843 -1.203
10 O -0.273 1.060 -0.472
11 C -7.055 0.005 -0.184
12 H -7.992 -0.526 -0.324
13 H -4.277 0.651 -2.175
14 H -7.021 0.843 -0.877
15 H -5.907 -1.307 -1.453
16 H 3.117 -2.007 -0.470
17 C -4.204 0.402 0.843
18 C 3.271 1.314 0.165
19 H -6.834 -2.676 0.418
20 C 1.444 -0.675 -0.498
21 O -4.731 0.391 1.919
22 C 3.686 0.002 -0.009
23 O -3.046 1.070 0.590
24 N -4.618 -0.219 -0.291
25 C -1.278 0.117 -0.754
26 C 2.783 -0.990 -0.337
27 H 3.985 2.081 0.423
28 H 1.586 2.635 0.138
29 C -5.878 -0.938 -0.422
30 C 1.010 0.636 -0.327
31 C -2.620 0.861 -0.743
32 H -1.299 -0.675 0.006
33 C 1.939 1.625 0.006
34 H -5.071 -2.789 0.355

Cartesian forces (eV/Å) of the 3 atoms listed first:
H 0.0 0.0 0.1
H 0.0 0.1 0.0
C 0.0 0.0 -0.2

Its HOMO energy is -0.3172 Eh. Its charge is 0. The calculation puts the LUMO energy at 0.5 eV. The energy relative to the best compared isomer or geometry (same formula, charge and spin) comes out at 22.8 kcal per mole. Its frontier orbital gap is 9.15 eV.

Number 1: largest force on an atom 0.99 eV/A. Number 2: largest force on an atom 4.73 eV/A. Number 3: largest force on an atom 1.90 eV/A. Number 4: largest force on an atom 7.32 eV/A. Number 5: largest force on an atom 0.64 eV/A. Number 6: largest force on an atom 0.70 eV/A.